*i*
Here is C19H22N2O5 in the gas phase from the OMol25 dataset. Energies are from ωB97M-V with the def2-TZVPD basis set.

Each atom is followed by the atoms it is bonded to, with distances in Å.
CARTESIAN COORDINATES (ANGSTROEM)
1 C 1.461 -1.915 0.879  O2 1.403, H27 1.088, H28 1.097, H29 1.098
2 O 2.166 -0.861 0.277  C1 1.403, C3 1.408
3 C 3.565 -0.979 0.387  O2 1.408, C4 1.534, H30 1.100, H31 1.104
4 C 4.197 0.211 -0.344  C3 1.534, N5 1.443, H32 1.092, H33 1.092
5 N 3.687 1.455 0.180  C4 1.443, C6 1.360, H34 1.009
6 C 2.527 1.959 -0.323  N5 1.360, O7 1.219, C8 1.489
7 O 2.086 1.628 -1.410  C6 1.219
8 C 1.842 2.933 0.570  C6 1.489, C9 1.389, C13 1.408
9 C 2.541 3.966 1.182  C8 1.389, C10 1.383, H35 1.081
10 C 1.894 4.851 2.025  C9 1.383, C11 1.386, H36 1.079
11 C 0.540 4.692 2.274  C10 1.386, C12 1.381, H37 1.080
12 C -0.172 3.668 1.680  C11 1.381, C13 1.394, H38 1.077
13 C 0.464 2.781 0.812  C8 1.408, C12 1.394, N14 1.385
14 N -0.192 1.731 0.192  C13 1.385, C15 1.364, H39 1.014
15 C -1.412 1.189 0.475  N14 1.364, O16 1.218, C17 1.490
16 O -2.167 1.613 1.331  C15 1.218
17 C -1.737 -0.018 -0.335  C15 1.490, C18 1.387, C26 1.399
18 C -1.112 -0.365 -1.523  C17 1.387, C19 1.387, H40 1.079
19 C -1.486 -1.522 -2.191  C18 1.387, C20 1.386, H41 1.078
20 C -2.479 -2.350 -1.691  C19 1.386, O21 1.358, C23 1.415
21 O -2.902 -3.505 -2.269  C20 1.358, C22 1.406
22 C -2.311 -3.904 -3.481  O21 1.406, H42 1.095, H43 1.089, H44 1.095
23 C -3.130 -1.995 -0.486  C20 1.415, O24 1.360, C26 1.380
24 O -4.099 -2.853 -0.065  C23 1.360, C25 1.407
25 C -4.805 -2.528 1.107  O24 1.407, H45 1.089, H46 1.095, H47 1.095
26 C -2.754 -0.839 0.165  C17 1.399, C23 1.380, H48 1.078
27 H 0.404 -1.714 0.716  C1 1.088
28 H 1.723 -2.878 0.425  C1 1.097
29 H 1.665 -1.966 1.956  C1 1.098
30 H 3.913 -1.921 -0.063  C3 1.100
31 H 3.861 -0.977 1.450  C3 1.104
32 H 5.284 0.179 -0.249  C4 1.092
33 H 3.909 0.178 -1.397  C4 1.092
34 H 3.895 1.658 1.146  N5 1.009
35 H 3.595 4.086 0.973  C9 1.081
36 H 2.443 5.657 2.487  C10 1.079
37 H 0.030 5.376 2.936  C11 1.080
38 H -1.223 3.539 1.878  C12 1.077
39 H 0.370 1.260 -0.509  N14 1.014
40 H -0.345 0.249 -1.968  C18 1.079
41 H -0.989 -1.767 -3.115  C19 1.078
42 H -1.237 -4.082 -3.367  C22 1.095
43 H -2.804 -4.836 -3.753  C22 1.089
44 H -2.474 -3.165 -4.272  C22 1.095
45 H -5.534 -3.326 1.240  C25 1.089
46 H -4.144 -2.492 1.979  C25 1.095
47 H -5.327 -1.571 1.010  C25 1.095
48 H -3.228 -0.527 1.082  C26 1.078

Values from the calculation:
Kohn-Sham gap = 8.8 eV
SMILES = COCCNC(=O)c1ccccc1NC(=O)c1ccc(OC)c(OC)c1

---

*ii*
Here is C19H22N2O5 in the gas phase from the OMol25 dataset. Energies are from ωB97M-V with the def2-TZVPD basis set.

Each atom is followed by the atoms it is bonded to, with distances in Å.
CARTESIAN COORDINATES (ANGSTROEM)
1 C -3.413 -3.668 2.445  C2 1.510, H27 1.088, H28 1.087, H29 1.088
2 C -3.686 -2.306 1.852  C1 1.510, O3 1.211, C4 1.483
3 O -4.623 -2.116 1.108  C2 1.211
4 C -2.761 -1.209 2.226  C2 1.483, C5 1.396, C26 1.394
5 C -1.632 -1.385 3.028  C4 1.396, C6 1.376, H30 1.078
6 C -0.819 -0.317 3.331  C5 1.376, C7 1.397, H31 1.079
7 C -1.107 0.962 2.846  C6 1.397, O8 1.362, C25 1.392
8 O -0.230 1.937 3.215  C7 1.362, C9 1.405
9 C -0.403 3.241 2.719  O8 1.405, C10 1.495, H32 1.096, H33 1.099
10 C -0.196 3.324 1.240  C9 1.495, C11 1.365, O24 1.342
11 C 0.305 2.434 0.335  C10 1.365, C12 1.423, H34 1.070
12 C 0.226 3.135 -0.901  C11 1.423, C13 1.493, N23 1.305
13 C 0.673 2.623 -2.230  C12 1.493, O14 1.210, N15 1.351
14 O 1.358 3.256 -3.000  C13 1.210
15 N 0.232 1.366 -2.460  C13 1.351, C16 1.441, H35 1.008
16 C 0.662 0.581 -3.589  N15 1.441, C17 1.535, H36 1.093, H37 1.091
17 C 1.576 -0.563 -3.128  C16 1.535, C18 1.531, O22 1.420, H38 1.104
18 C 2.909 -0.050 -2.574  C17 1.531, C19 1.527, H39 1.090, H40 1.092
19 C 3.730 -1.220 -2.036  C18 1.527, C20 1.527, H41 1.091, H42 1.093
20 C 2.895 -1.995 -1.019  C19 1.527, C21 1.528, H43 1.090, H44 1.092
21 C 1.570 -2.400 -1.663  C20 1.528, O22 1.409, H45 1.093, H46 1.101
22 O 0.855 -1.284 -2.141  C17 1.420, C21 1.409
23 N -0.277 4.325 -0.714  C12 1.305, O24 1.350
24 O -0.549 4.451 0.602  C10 1.342, N23 1.350
25 C -2.232 1.149 2.047  C7 1.392, C26 1.380, H47 1.079
26 C -3.040 0.071 1.747  C4 1.394, C25 1.380, H48 1.080
27 H -2.441 -4.030 2.116  C1 1.088
28 H -4.183 -4.361 2.115  C1 1.087
29 H -3.417 -3.613 3.531  C1 1.088
30 H -1.378 -2.358 3.418  C5 1.078
31 H 0.056 -0.439 3.949  C6 1.079
32 H 0.357 3.842 3.231  C9 1.096
33 H -1.391 3.648 2.978  C9 1.099
34 H 0.681 1.449 0.516  C11 1.070
35 H -0.260 0.854 -1.744  N15 1.008
36 H -0.216 0.162 -4.089  C16 1.093
37 H 1.197 1.245 -4.270  C16 1.091
38 H 1.776 -1.228 -3.986  C17 1.104
39 H 3.449 0.474 -3.362  C18 1.090
40 H 2.710 0.660 -1.769  C18 1.092
41 H 4.650 -0.856 -1.576  C19 1.091
42 H 4.004 -1.882 -2.862  C19 1.093
43 H 3.423 -2.887 -0.680  C20 1.090
44 H 2.692 -1.362 -0.153  C20 1.092
45 H 0.909 -2.883 -0.940  C21 1.093
46 H 1.762 -3.100 -2.492  C21 1.101
47 H -2.487 2.120 1.655  C25 1.079
48 H -3.915 0.203 1.128  C26 1.080

Values from the calculation:
Kohn-Sham gap = 9.4 eV
SMILES = CC(=O)c1ccc(OCc2cc(C(=O)NC[C@H]3CCCCO3)no2)cc1

---

Most favorable structure: *i*. The second most favorable one is 28.5 kcal/mol above it.